No. 1
The molecule C3H5N3O, computed with ωB97M-V/def2-TZVPD.

```
! RIJCOSX wB97M-V def2-TZVPD def2/J DEFGRID3
* xyz 0 1
C 1.76948 -0.55623 -0.64197
N -0.72036 -0.07709 -0.14672
N 0.59874 -0.99089 0.08908
C -1.04566 0.50469 0.97108
C -2.52188 1.23231 0.23193
O -0.93239 0.41624 2.14364
N -3.52462 1.70463 -0.08260
H -0.69487 0.38962 -1.04544
H 0.85195 -1.19978 1.05450
H 2.51155 -1.35549 -0.56761
H 2.19059 0.40203 -0.30576
H 1.51748 -0.47003 -1.70013
*
```

Computed properties:
lowest unoccupied orbital energy: 0.016 Eh
relative energy (zero: lowest compared OMol25 entry of this formula, charge and spin): 99.13 kcal/mol
SMILES: CNNC(=O)C#N

No. 2
The molecule C3H5N3O, computed with ωB97M-V/def2-TZVPD.

```
! RIJCOSX wB97M-V def2-TZVPD def2/J DEFGRID3
* xyz 0 1
O -2.68000 0.89114 -0.20284
C -1.76016 -0.10752 0.12268
C -0.34568 0.20713 -0.28917
N 0.20745 1.17704 -0.82431
N 2.57820 0.50238 -0.37334
C 1.93837 -0.56371 -0.07158
N 0.62395 -0.79371 -0.25820
H -2.72383 0.96680 -1.16486
H -1.99278 -1.09150 -0.31078
H -1.76426 -0.21585 1.21173
H 3.54477 0.46088 -0.04473
H 2.41408 -1.45764 0.35284
*
```

Computed properties:
lowest unoccupied orbital energy (alpha / beta): -0.070 / -0.043 Eh
relative energy (zero: lowest compared OMol25 entry of this formula, charge and spin): 120.82 kcal/mol